{"formula": "C35H36N4O5TeV", "method": "wB97M-V/def2-TZVPD", "species": ["Te", "V", "O", "O", "O", "O", "O", "N", "N", "N", "N", "C", "C", "C", "C", "C", "C", "C", "C", "C", "C", "C", "C", "C", "C", "C", "C", "C", "C", "C", "C", "C", "C", "C", "C", "C", "C", "C", "C", "C", "C", "C", "C", "C", "C", "C", "H", "H", "H", "H", "H", "H", "H", "H", "H", "H", "H", "H", "H", "H", "H", "H", "H", "H", "H", "H", "H", "H", "H", "H", "H", "H", "H", "H", "H", "H", "H", "H", "H", "H", "H", "H"], "positions_angstrom": [[2.452243, 0.725718, 3.058422], [-0.926908, -0.132600, 0.349510], [-2.359210, -0.267388, 1.916135], [0.640603, -0.523668, -0.838427], [-2.428783, 2.947540, 1.360522], [-1.680028, 0.675837, -2.489255], [-1.317257, -1.976676, -0.270841], [0.471577, -1.687406, -1.414983], [-0.118410, -0.245369, 2.074065], [-0.501416, -2.460512, -1.146960], [-1.813442, 1.595491, -0.400057], [1.124060, -3.102479, -3.290871], [1.337260, 2.500663, 2.750124], [-2.811015, -0.502801, 6.090326], [5.669611, 3.336401, 4.656250], [5.918749, 2.842400, 5.928868], [-3.132643, 3.510421, -0.898351], [4.712897, 2.768776, 3.821156], [4.516726, 3.344056, 2.447206], [-0.396468, -1.096702, 4.859397], [0.003962, 4.302321, 3.611947], [6.964206, 3.470995, 6.807614], [-2.665292, -0.310179, 4.724731], [3.962131, 1.675104, 4.263929], [0.433079, 4.169397, 1.279551], [-0.547445, -1.300169, 6.222101], [3.331155, -2.874470, -4.223383], [1.172589, 3.004524, 1.459168], [3.621321, -1.869911, -3.311811], [-2.001728, 1.594746, -1.747160], [-2.427234, 2.674070, 0.178820], [-0.998403, 6.058225, 2.121759], [2.676367, -1.470296, -2.380472], [5.179396, 1.748091, 6.351901], [-1.453330, -0.600309, 4.103775], [-1.752527, -0.998774, 6.840458], [-2.655579, 2.896026, -2.204661], [2.085540, -3.485259, -4.210847], [-1.289360, -0.358341, 2.632858], [1.751871, 2.343468, 0.242601], [0.835714, 2.611988, 5.238552], [-0.160235, 4.830943, 2.340981], [0.736621, 3.142579, 3.837025], [1.438264, -2.099799, -2.381189], [4.206981, 1.160396, 5.544001], [3.449919, -0.014859, 6.099450], [0.285490, 4.544036, 0.270855], [-4.207794, 3.396812, -0.748465], [6.239163, 4.188475, 4.294656], [2.370169, 0.155962, 6.071033], [1.696682, 1.259368, 0.299129], [-3.427950, 2.692012, -2.943649], [-1.882584, 3.495178, -2.690971], [0.482255, 1.581816, 5.287788], [-2.890894, 4.563245, -0.759001], [5.352213, 1.339878, 7.343187], [1.868064, 2.622566, 5.599168], [4.591393, -1.389523, -3.321805], [1.217896, 2.666222, -0.652449], [0.278012, -1.689540, 6.807672], [0.230267, 3.216931, 5.915668], [-1.092353, 6.280191, 1.058267], [4.534397, 2.550726, 1.694732], [1.854583, -4.261860, -4.929085], [-0.478897, 4.788014, 4.454883], [2.872326, -0.688127, -1.662755], [-3.472129, 0.073595, 4.114055], [3.751077, -0.204132, 7.130395], [6.794173, 4.543935, 6.919035], [5.301734, 4.065632, 2.215164], [0.538935, -1.307384, 4.360589], [-0.564452, 6.931909, 2.614769], [3.549595, 3.842941, 2.353982], [-2.003563, 5.914931, 2.522015], [-1.867340, -1.150588, 7.907705], [-3.751359, -0.263824, 6.573521], [4.074533, -3.177395, -4.950381], [2.810305, 2.597349, 0.120253], [3.632631, -0.925420, 5.523374], [0.147184, -3.559782, -3.273342], [7.964568, 3.343492, 6.387035], [6.961537, 3.025250, 7.802840]], "atomic_forces_ev_per_a": [[0.007, -0.044, 0.177], [-0.324, -0.018, 1.152], [0.061, -0.105, -0.426], [-0.017, -0.150, -0.164], [-0.091, -0.032, -0.259], [-0.042, 0.152, 0.127], [0.274, 0.014, -0.418], [-0.190, -0.021, 0.015], [0.174, 0.144, -0.666], [-0.010, 0.154, 0.135], [0.188, -0.274, 0.004], [0.141, 0.094, 0.032], [0.037, -0.085, 0.002], [-0.042, 0.017, 0.017], [0.019, 0.054, -0.023], [-0.064, -0.057, -0.038], [0.013, -0.016, 0.102], [0.035, 0.106, -0.131], [0.063, 0.051, -0.089], [-0.030, 0.000, -0.057], [0.003, 0.025, 0.017], [0.047, 0.029, 0.058], [0.100, -0.009, -0.075], [-0.061, -0.132, 0.000], [-0.018, 0.012, 0.040], [0.060, -0.014, 0.054], [0.095, 0.012, -0.046], [-0.062, 0.072, -0.052], [0.037, 0.007, -0.010], [0.083, -0.142, -0.426], [-0.120, 0.339, 0.450], [-0.038, 0.038, -0.002], [-0.212, -0.118, -0.039], [0.013, 0.053, -0.011], [-0.092, 0.065, 0.089], [-0.055, 0.006, 0.072], [0.040, -0.065, 0.022], [-0.039, -0.034, -0.005], [-0.108, 0.069, 0.305], [0.094, -0.039, -0.116], [0.019, 0.063, 0.118], [0.045, -0.004, -0.027], [-0.013, 0.067, 0.058], [0.086, -0.079, -0.058], [0.072, 0.015, 0.054], [-0.110, -0.120, 0.018], [0.008, 0.002, -0.005], [0.001, 0.006, -0.010], [-0.007, -0.010, 0.012], [0.059, 0.006, 0.003], [-0.034, -0.018, -0.017], [-0.027, -0.018, 0.022], [-0.010, 0.004, -0.006], [-0.035, -0.067, -0.010], [0.023, -0.003, -0.009], [0.010, 0.009, -0.002], [-0.049, 0.011, -0.011], [-0.007, -0.009, -0.007], [0.021, -0.007, -0.008], [-0.007, 0.003, -0.019], [0.012, -0.021, -0.010], [0.007, 0.015, 0.001], [-0.005, 0.034, 0.052], [0.002, 0.009, 0.009], [0.007, -0.012, -0.004], [-0.014, 0.009, 0.016], [-0.005, -0.001, 0.007], [-0.011, -0.011, 0.013], [-0.004, -0.009, -0.004], [-0.007, 0.000, 0.000], [0.023, -0.015, -0.021], [0.005, -0.007, -0.006], [0.038, -0.005, 0.029], [0.005, -0.038, -0.010], [-0.003, 0.004, -0.013], [0.011, -0.004, -0.004], [-0.009, 0.005, 0.014], [-0.035, 0.008, 0.012], [0.001, 0.027, 0.003], [-0.022, 0.008, 0.013], [-0.009, -0.005, -0.004], [0.000, 0.000, -0.008]], "mulliken_spin": [0.002, 2.076, -0.019, 0.006, 0.007, 0.001, -0.009, -0.012, -0.116, 0.031, -0.051, 0.000, -0.008, -0.001, 0.000, 0.000, -0.002, 0.000, 0.000, -0.005, -0.002, 0.000, 0.002, -0.001, -0.002, -0.001, 0.000, -0.005, 0.000, 0.018, 0.041, 0.000, 0.002, 0.000, -0.015, 0.002, 0.003, 0.000, 0.015, 0.051, 0.000, 0.001, -0.001, -0.001, 0.000, 0.000, -0.001, 0.000, 0.000, 0.000, -0.015, 0.000, 0.000, 0.000, 0.001, 0.000, 0.000, 0.000, -0.002, 0.000, 0.000, 0.000, 0.000, 0.000, 0.000, 0.000, 0.002, 0.000, 0.000, 0.000, 0.004, 0.000, 0.000, 0.000, 0.000, 0.000, 0.000, 0.001, 0.000, 0.000, 0.000, 0.000], "total_energy_ev": -86060.7252, "gap_ev": [7.05, 7.05], "lumo_energy_ev": [2.392, 2.391], "multiplicity": 3, "s2": 2.0243, "total_charge": -1}